DFT (ωB97M-V with the def2-TZVPD basis set) results for a structure of composition C28H46BCoF3N6.

Each line ends with the Mulliken charge.
CARTESIAN COORDINATES (ANGSTROEM)
Co1 0.085355 -0.997936 -1.760562  -0.193
C1 2.948829 -1.241394 -3.126520  -1.287
C2 3.667437 -1.712677 -1.864481  0.530
C3 3.990240 -3.212246 -1.917737  -1.459
C4 2.944000 -1.363631 -0.592570  -0.415
C5 3.526649 -1.296149 0.671986  -0.998
C6 2.553786 -0.830951 1.534061  0.397
C7 2.942950 -0.486909 2.961508  0.284
C8 3.585364 0.908370 3.007033  -1.451
C9 1.909069 -0.641340 4.060520  -1.551
N1 1.399868 -0.705078 0.815424  0.865
N2 1.673611 -1.003352 -0.495317  0.061
B1 0.033832 0.053026 1.083825  1.757
N3 -0.008733 1.288678 0.100317  0.590
N4 0.113057 1.102644 -1.250356  0.401
C10 0.026544 2.285205 -1.832956  -0.646
C11 -0.178100 3.272203 -0.855495  -1.190
C12 -0.205636 2.606101 0.353342  0.175
C13 -0.490277 3.252659 1.684953  -0.082
C14 -1.805557 2.748684 2.287669  -1.141
C15 0.656150 3.162944 2.695717  -1.498
C16 0.151720 2.498450 -3.316559  0.746
C17 1.415657 3.314597 -3.618977  -1.459
C18 0.153246 1.194913 -4.111084  -0.903
N5 -1.269688 -0.808521 0.778703  0.570
N6 -1.560668 -0.934819 -0.553171  0.221
C19 -2.791705 -1.410271 -0.680921  -0.113
C20 -3.312895 -1.639535 0.591330  -1.270
C21 -2.352618 -1.222852 1.494184  -0.073
C22 -2.644709 -1.268598 2.980944  0.390
C23 -1.467106 -1.100361 3.918679  -1.616
C24 -3.769671 -0.289366 3.342282  -1.294
C25 -3.529523 -1.557719 -1.986128  0.926
C26 -4.937503 -0.968524 -1.832531  -1.545
C27 -2.837532 -0.876867 -3.164767  -1.307
H1 3.471481 -1.589469 -4.018929  0.438
H2 2.904646 -0.149639 -3.155104  0.115
H3 1.939217 -1.647114 -3.180124  0.187
H4 4.613337 -1.170227 -1.811972  0.443
H5 3.075704 -3.795842 -2.045353  0.289
H6 4.481333 -3.539946 -0.999190  0.385
H7 4.658081 -3.423466 -2.757831  0.412
H8 4.555435 -1.512605 0.925240  0.545
H9 3.733417 -1.204690 3.181764  0.577
H10 2.857355 1.677054 2.744310  0.157
H11 4.418415 0.976117 2.305639  0.383
H12 3.962006 1.119712 4.012672  0.444
H13 1.137478 0.125216 4.000350  0.060
H14 2.401498 -0.546649 5.031074  0.512
H15 1.442222 -1.623648 4.017314  0.339
H16 0.020558 0.427016 2.211802  -1.087
H17 -0.299521 4.335677 -1.009322  0.521
H18 -0.620271 4.307839 1.444205  0.584
H19 -1.742347 1.679149 2.492960  -0.312
H20 -2.638536 2.914087 1.600558  0.452
H21 -2.018863 3.268344 3.226140  0.484
H22 0.761034 2.148075 3.080210  0.003
H23 0.457345 3.823847 3.543843  0.506
H24 1.603026 3.461787 2.239739  0.383
H25 -0.713366 3.089497 -3.623260  0.394
H26 2.301621 2.773020 -3.276479  0.296
H27 1.395784 4.283097 -3.116060  0.379
H28 1.510699 3.487051 -4.694234  0.428
H29 1.020867 0.586326 -3.844469  -0.038
H30 0.212911 1.398726 -5.180702  0.522
H31 -0.754847 0.615367 -3.933731  -0.157
H32 -4.285442 -2.040451 0.839371  0.537
H33 -3.038650 -2.273863 3.138046  0.696
H34 -1.147969 -0.057362 3.973288  0.140
H35 -0.631863 -1.707131 3.585856  0.257
H36 -1.745823 -1.418535 4.925908  0.491
H37 -3.457931 0.741900 3.167369  0.128
H38 -4.027198 -0.393083 4.400553  0.426
H39 -4.667055 -0.476190 2.751532  0.408
H40 -3.625945 -2.625141 -2.194642  0.283
H41 -4.871785 0.098087 -1.602581  0.362
H42 -5.498683 -1.454159 -1.031635  0.364
H43 -5.500212 -1.087052 -2.762269  0.414
H44 -2.883929 0.209803 -3.043467  0.324
H45 -3.333223 -1.142130 -4.100120  0.399
H46 -1.800361 -1.183324 -3.266231  -0.008
F1 0.964402 -3.560093 -3.105450  -0.303
C28 -0.040459 -2.974403 -2.379813  0.614
F2 0.009959 -3.611075 -1.148764  -0.311
F3 -1.181009 -3.458900 -2.960370  -0.282

Cartesian forces (eV/Å) of the 2 atoms listed first:
-0.1 0.2 0.0
0.1 0.2 0.2

Properties
LUMO level (alpha / beta)	0.0268 / 0.0213	Eh
spin multiplicity	4
HOMO (alpha / beta)	-8.52 / -8.70	eV

DFT (ωB97M-V with the def2-TZVPD basis set) results for a structure of composition C28H46BIrN5O2.

Each line ends with the Mulliken charge.
CARTESIAN COORDINATES (ANGSTROEM)
Ir1 -0.263400 -0.482114 -0.295672  6.114
C1 -3.739858 -0.065337 0.264304  -0.884
C2 -2.908811 -0.650847 1.415238  -1.094
N1 -1.720980 -1.408927 0.972031  -0.569
C3 -1.051083 -2.129846 2.083987  -1.107
C4 0.275465 -2.675579 1.594514  -0.963
N2 1.049623 -1.593318 0.926412  -0.741
C5 1.864589 -0.773642 1.880211  -0.059
C6 1.171581 0.068625 2.952694  -1.281
C7 0.012857 1.000797 2.562350  -1.082
N3 -0.098016 1.275020 1.115321  -1.391
C8 -1.235530 2.179932 0.815037  -1.043
C9 -1.608431 2.129533 -0.656859  -0.972
N4 -1.734666 0.731429 -1.172504  -0.956
C10 -3.112471 0.167356 -1.114668  -0.809
H1 -4.193267 0.858952 0.627422  0.357
H2 -4.578939 -0.733970 0.065338  0.432
H3 -3.546431 -1.312337 2.006804  0.648
H4 -2.582623 0.128250 2.094137  0.361
H5 -2.087882 -2.153301 0.375825  0.497
H6 -1.688130 -2.945607 2.432104  0.611
H7 -0.909987 -1.453346 2.920942  0.511
H8 0.113575 -3.467993 0.865381  0.472
H9 0.843462 -3.088524 2.430730  0.594
H10 1.730723 -2.035174 0.314635  0.353
H11 2.472147 -0.121971 1.263310  -0.516
H12 2.548511 -1.455214 2.392822  0.728
H13 1.984054 0.671652 3.362677  0.544
H14 0.840842 -0.554825 3.785238  0.309
H15 0.109154 1.942873 3.109413  0.699
H16 -0.934394 0.573718 2.877521  0.526
H17 0.754426 1.757015 0.837685  -0.065
H18 -1.004585 3.210445 1.098787  0.533
H19 -2.080138 1.877585 1.426205  0.716
H20 -0.833522 2.606294 -1.255781  0.255
H21 -2.534064 2.681692 -0.831725  0.660
H22 -1.506412 0.788031 -2.162090  0.010
H23 -3.076484 -0.768276 -1.672682  0.215
H24 -3.778848 0.837369 -1.662793  0.662
O1 -1.497099 -3.229847 -1.023543  -0.186
B1 -0.800161 -2.116129 -1.552965  -0.246
O2 -0.720583 -2.301460 -2.928634  -0.224
C11 -1.371716 -3.480664 -3.243899  0.528
C12 -1.554300 -4.062653 -4.477343  -1.170
C13 -2.255527 -5.265619 -4.485087  -0.686
C14 -2.736259 -5.841204 -3.311634  -0.617
C15 -2.538974 -5.241277 -2.070292  -1.277
C16 -1.848595 -4.052361 -2.086138  0.686
H25 -1.175058 -3.613474 -5.384379  0.570
H26 -2.429168 -5.766810 -5.427090  0.444
H27 -3.273428 -6.777811 -3.364112  0.439
H28 -2.903492 -5.685707 -1.154749  0.535
C17 5.912449 0.579549 0.242244  -1.553
C18 4.591798 1.231692 -0.056193  0.640
C19 4.380015 2.580365 0.200713  -0.991
C20 3.181487 3.207611 -0.131939  0.311
C21 3.002298 4.683066 0.091827  -1.840
C22 2.160848 2.439175 -0.681182  -0.300
C23 2.327868 1.070294 -0.907867  -0.003
C24 3.562646 0.489128 -0.631642  -0.472
N5 1.295279 0.293787 -1.510361  0.302
C25 1.560106 0.055319 -2.973269  1.604
C26 2.030884 -1.384020 -3.194212  -1.304
C27 0.258044 0.422491 -3.701703  -1.714
C28 2.632533 0.994730 -3.552509  -1.540
H29 6.547555 1.226626 0.843090  0.417
H30 6.444072 0.355887 -0.684217  0.326
H31 5.778626 -0.361945 0.776260  0.350
H32 5.180313 3.167897 0.635613  0.479
H33 3.843233 5.241450 -0.318025  0.434
H34 2.955639 4.911273 1.158249  0.363
H35 2.091684 5.053644 -0.377640  0.370
H36 1.264476 2.932971 -1.036241  0.389
H37 3.724963 -0.562412 -0.836298  0.341
H38 1.334205 -2.124206 -2.823741  0.038
H39 3.006876 -1.542400 -2.734912  0.317
H40 2.151120 -1.543754 -4.266264  0.500
H41 -0.593051 -0.168444 -3.384685  0.233
H42 0.383463 0.257520 -4.771204  0.621
H43 0.059089 1.489575 -3.561434  0.373
H44 3.646614 0.726176 -3.266521  0.345
H45 2.457667 2.034929 -3.276455  0.377
H46 2.572101 0.925617 -4.637718  0.512

Cartesian forces (eV/Å) of the 2 atoms listed first:
-0.2 -0.4 -0.2
-0.1 0.0 0.0

Properties
total charge	+2
LUMO level (alpha / beta)	-0.1632 / -0.2580	Eh
ΔE to the lowest compared entry with this formula, charge and spin	0.0	kcal/mol
spin multiplicity	2
HOMO (alpha / beta)	-13.46 / -13.45	eV

Number 1: calculated total energy -3130.4050 Eh. Number 2: calculated total energy -1647.6098 Eh.